No. 1
{"formula": "C22H60N2O8", "method": "ωB97M-V with the def2-TZVPD basis set", "homo_lumo_gap_ev": 9.7812, "spin_multiplicity": 1, "e_lumo_ev": 0.39, "symbols": ["C", "C", "C", "O", "H", "H", "H", "H", "H", "H", "H", "H", "C", "C", "C", "O", "H", "H", "H", "H", "H", "H", "H", "H", "C", "C", "C", "O", "H", "H", "H", "H", "H", "H", "H", "H", "C", "C", "C", "O", "H", "H", "H", "H", "H", "H", "H", "H", "C", "C", "C", "O", "H", "H", "H", "H", "H", "H", "H", "H", "C", "C", "C", "O", "H", "H", "H", "H", "H", "H", "H", "H", "C", "C", "C", "O", "H", "H", "H", "H", "H", "H", "H", "H", "C", "O", "N", "N", "H", "H", "H", "H"], "positions_angstrom": [[0.214, 5.065, -0.777], [1.662, 5.025, -0.206], [1.935, 3.562, 0.045], [2.545, 5.365, -1.262], [0.079, 4.244, -1.482], [-0.004, 6.007, -1.280], [-0.488, 5.163, 0.050], [1.861, 5.657, 0.659], [1.670, 2.908, -0.786], [1.320, 3.120, 0.829], [3.006, 3.564, 0.242], [2.743, 6.284, -1.072], [0.661, 0.506, 3.634], [2.117, 0.093, 3.483], [3.005, 1.230, 2.736], [2.549, -0.224, 4.836], [0.079, -0.317, 4.048], [0.211, 0.751, 2.672], [0.359, 1.384, 4.205], [2.181, -0.807, 2.872], [3.134, 2.143, 3.318], [2.499, 1.305, 1.773], [4.017, 1.005, 2.401], [1.744, -0.373, 5.337], [2.262, -3.060, -0.038], [3.545, -2.197, -0.193], [4.445, -2.261, 0.986], [4.393, -2.581, -1.254], [1.949, -2.969, 1.002], [2.525, -4.108, -0.184], [1.384, -2.819, -0.637], [3.141, -1.211, -0.427], [4.580, -3.341, 1.042], [4.020, -1.735, 1.840], [5.363, -1.727, 0.737], [4.030, -3.319, -1.751], [-0.844, 1.225, -1.476], [-0.267, 0.142, -0.664], [-1.326, -1.046, -0.452], [0.783, -0.417, -1.498], [-1.519, 1.653, -0.735], [-1.439, 0.933, -2.341], [-0.265, 2.065, -1.859], [0.088, 0.519, 0.295], [-0.662, -1.736, 0.068], [-1.789, -1.405, -1.371], [-2.086, -0.702, 0.249], [1.291, 0.281, -1.917], [-0.881, -3.278, 2.266], [-0.640, -4.331, 3.315], [-1.821, -5.078, 3.817], [0.226, -5.229, 2.695], [-1.413, -3.555, 1.355], [0.082, -2.837, 2.008], [-1.406, -2.380, 2.592], [-0.170, -3.849, 4.172], [-1.506, -5.694, 4.659], [-2.238, -5.763, 3.079], [-2.546, -4.458, 4.344], [-0.068, -5.231, 1.781], [-3.777, 3.849, 0.307], [-5.296, 3.830, 0.449], [-5.766, 3.474, 1.887], [-5.827, 5.096, -0.065], [-3.308, 2.939, 0.680], [-3.406, 4.740, 0.814], [-3.402, 3.846, -0.716], [-5.704, 3.021, -0.157], [-4.933, 3.399, 2.586], [-6.250, 2.500, 1.963], [-6.418, 4.197, 2.377], [-6.661, 4.849, -0.471], [-1.641, -2.971, -4.129], [-1.566, -3.849, -2.880], [-1.863, -5.392, -3.050], [-0.335, -3.736, -2.256], [-2.670, -2.816, -4.455], [-1.041, -3.379, -4.943], [-1.165, -2.002, -3.977], [-2.271, -3.474, -2.139], [-1.617, -5.870, -3.999], [-2.923, -5.514, -2.828], [-1.369, -5.966, -2.266], [-0.204, -2.835, -1.951], [2.328, 2.291, -3.691], [2.126, 1.461, -2.874], [2.311, 3.553, -3.492], [2.426, 1.921, -4.903], [2.817, 4.095, -4.178], [1.961, 4.020, -2.669], [2.391, 0.950, -5.180], [2.730, 2.610, -5.576]]}



No. 2
{"formula": "C22H60N9O6P3", "method": "ωB97M-V with the def2-TZVPD basis set", "homo_lumo_gap_ev": 7.7589, "spin_multiplicity": 1, "e_lumo_ev": 0.00, "symbols": ["C", "C", "C", "O", "C", "O", "O", "H", "H", "H", "H", "H", "H", "O", "P", "N", "C", "C", "N", "C", "C", "N", "C", "C", "H", "H", "H", "H", "H", "H", "H", "H", "H", "H", "H", "H", "H", "H", "H", "H", "H", "H", "O", "P", "N", "C", "C", "N", "C", "C", "N", "C", "C", "H", "H", "H", "H", "H", "H", "H", "H", "H", "H", "H", "H", "H", "H", "H", "H", "H", "H", "O", "P", "N", "C", "C", "N", "C", "C", "N", "C", "C", "H", "H", "H", "H", "H", "H", "H", "H", "H", "H", "H", "H", "H", "H", "H", "H", "H", "H"], "positions_angstrom": [[3.775, -4.418, -5.075], [3.728, -3.362, -3.963], [4.925, -2.417, -3.906], [4.403, -1.090, -4.221], [3.200, -1.297, -4.788], [2.638, -0.518, -5.517], [2.652, -2.465, -4.409], [3.443, -3.915, -5.976], [3.064, -5.191, -4.804], [4.768, -4.839, -5.208], [3.345, -3.706, -3.009], [5.422, -2.298, -2.950], [5.559, -2.650, -4.760], [6.561, -1.914, -0.729], [6.780, -1.012, 0.468], [6.266, -2.082, 1.707], [5.609, -1.724, 2.943], [7.193, -3.185, 1.930], [5.570, 0.182, 0.053], [4.197, 0.031, 0.519], [5.549, 0.476, -1.379], [7.600, 0.117, 1.576], [6.983, 1.332, 2.071], [8.955, 0.439, 1.078], [6.290, -1.270, 3.679], [5.181, -2.620, 3.398], [4.767, -1.056, 2.788], [8.078, -2.861, 2.500], [7.534, -3.599, 0.980], [6.707, -3.996, 2.474], [3.804, -0.980, 0.347], [3.546, 0.741, 0.006], [4.098, 0.283, 1.576], [4.998, -0.281, -1.943], [6.560, 0.524, -1.787], [5.079, 1.446, -1.560], [6.759, 2.058, 1.286], [7.674, 1.801, 2.777], [6.076, 1.125, 2.635], [8.925, 1.077, 0.185], [9.488, -0.480, 0.816], [9.545, 0.943, 1.844], [-0.177, 1.234, -0.992], [-1.062, 1.910, -2.015], [-2.392, 0.829, -1.985], [-3.253, 0.484, -3.091], [-3.168, 0.914, -0.750], [-0.012, 1.663, -3.396], [-0.137, 0.459, -4.210], [1.403, 1.855, -3.074], [-1.946, 3.214, -2.852], [-1.877, 3.428, -4.284], [-1.733, 4.505, -2.166], [-3.965, 1.283, -3.352], [-3.834, -0.404, -2.833], [-2.695, 0.209, -3.982], [-3.817, 1.803, -0.738], [-2.508, 0.965, 0.117], [-3.791, 0.029, -0.617], [-0.182, -0.453, -3.600], [0.708, 0.371, -4.891], [-1.009, 0.500, -4.866], [1.843, 0.973, -2.593], [1.541, 2.704, -2.402], [1.965, 2.062, -3.987], [-0.879, 3.700, -4.637], [-2.559, 4.245, -4.538], [-2.229, 2.562, -4.840], [-0.711, 4.883, -2.306], [-1.906, 4.393, -1.091], [-2.433, 5.261, -2.525], [-5.438, 0.415, 1.926], [-6.067, 0.186, 3.279], [-5.939, -1.524, 3.355], [-6.858, -2.435, 3.996], [-4.566, -1.984, 3.532], [-7.682, 0.722, 2.848], [-8.654, -0.229, 2.326], [-7.672, 1.901, 1.981], [-6.398, 0.391, 5.017], [-7.734, 0.527, 5.561], [-5.542, 1.456, 5.583], [-6.781, -2.426, 5.095], [-6.651, -3.453, 3.660], [-7.891, -2.250, 3.718], [-4.228, -1.856, 4.572], [-3.888, -1.429, 2.882], [-4.473, -3.037, 3.262], [-8.239, -0.858, 1.528], [-9.520, 0.302, 1.928], [-9.060, -0.865, 3.114], [-7.485, 1.644, 0.933], [-6.904, 2.610, 2.291], [-8.636, 2.413, 2.043], [-8.254, 1.427, 5.223], [-7.655, 0.574, 6.651], [-8.350, -0.344, 5.345], [-5.843, 2.454, 5.239], [-4.500, 1.299, 5.287], [-5.569, 1.443, 6.674]]}